58
Properties=species:S:1:pos:R:3:lowdin_charge:R:1 method="wB97M-V/def2-TZVPD" energy_ev=-34491.181 total_charge=0 orbital_gap_ev=9.329 homo_energy_ev=-9.34 e_above_lowest_kcal_mol=87.1
C 1.286 -4.117 -0.836 -0.2932
O 0.309 -4.562 -1.739 -0.0648
C 1.123 -2.610 -0.769 -0.1761
C 2.435 -1.966 -0.200 -0.1698
C 2.209 -0.796 0.688 -0.3035
C 2.643 0.441 0.427 0.0515
C 1.545 -1.167 2.024 -0.2328
C 2.239 -0.549 3.211 -0.1209
H 1.361 -4.491 0.159 0.1037
H 2.260 -4.508 -1.174 0.1285
H -0.617 -4.609 -1.477 0.0924
H 0.899 -2.218 -1.865 0.1212
H 0.213 -2.272 -0.261 0.1064
H 2.981 -2.781 0.323 0.1233
H 3.010 -1.778 -1.089 0.1036
H 2.494 1.257 1.089 0.0348
H 3.132 0.747 -0.466 0.0562
H 0.483 -0.779 2.003 0.1151
H 1.294 -2.211 2.180 0.1034
H 1.511 -0.421 4.120 0.0951
H 2.256 0.553 3.150 0.0560
H 3.195 -1.056 3.493 0.0919
H -3.085 1.965 -2.185 0.0572
H -1.693 1.916 -2.922 0.0272
O -2.324 2.487 -2.464 -0.0416
H -4.788 -0.393 0.092 0.0290
H -3.590 -0.588 -0.862 0.0116
O -4.491 -0.241 -0.807 -0.0726
H 1.126 1.681 -4.084 -0.0078
H 0.104 2.576 -3.478 -0.0075
O 0.726 2.548 -4.211 -0.0533
H -1.323 -2.136 4.155 0.0282
H -1.836 -0.695 3.985 0.0244
O -2.085 -1.621 3.883 -0.0527
H -0.714 1.108 -1.595 0.0343
H 0.617 0.327 -1.862 0.0269
O 0.258 1.208 -1.624 -0.0655
H 1.391 3.265 2.034 0.0412
H 0.702 3.025 0.643 0.0056
O 0.592 3.407 1.517 -0.0500
H 2.072 -0.366 -4.083 0.0692
H 0.589 -1.134 -3.958 0.0645
O 1.212 -0.469 -3.669 -0.0418
H -2.027 0.592 1.662 0.0290
H -3.027 1.281 0.787 0.0191
O -2.615 0.406 0.875 -0.1065
H -2.451 4.130 0.422 0.0596
H -1.910 3.517 -0.794 0.0285
O -2.300 3.254 0.051 -0.0597
H 1.943 2.913 -1.512 0.0008
H 3.101 3.728 -1.451 0.0616
O 2.237 3.672 -0.988 -0.0645
H -3.932 -3.141 0.382 0.0293
H -2.663 -2.406 0.616 0.0490
O -2.995 -3.256 0.191 -0.0853
H -1.271 2.342 2.079 -0.0108
H -1.825 2.751 3.487 0.0571
O -1.986 2.239 2.694 -0.0558